Entry from the Open Molecules 2025 dataset: one molecule with the formula C17H24F2N2O2 (the ωB97M-V functional and the def2-TZVPD basis).

Structure (XYZ):
```
47
Properties=species:S:1:pos:R:3:forces:R:3:lowdin_charge:R:1
C 3.4476 -0.6335 0.8290 -0.304 0.068 0.258 -0.149
C 3.1302 -3.0997 0.5101 -0.201 -0.027 0.255 -0.207
H 1.5970 3.1234 -1.8995 -0.065 0.120 0.017 0.067
H -7.7520 -0.8450 0.0624 0.401 0.120 -0.009 0.173
C -2.6342 0.4802 -0.9468 0.049 0.086 0.166 -0.010
H 3.1657 -4.0729 1.0033 0.064 -0.043 -0.052 0.108
O -0.3432 2.3592 2.2182 -0.058 0.154 0.310 0.071
H 2.1309 1.8460 1.6493 -0.107 0.021 -0.047 0.131
C -2.9433 1.5029 1.2104 0.149 0.050 0.059 0.009
H -2.5300 1.9938 2.0755 0.010 0.018 0.020 0.103
H 2.7664 2.5592 -3.0918 0.041 0.110 -0.119 0.072
H -0.1782 1.0029 -0.5884 -0.033 0.059 0.215 0.121
H -4.4000 -0.2595 -1.9026 -0.045 -0.009 -0.038 0.119
C -2.0973 1.1171 0.1719 -0.487 0.022 0.142 -0.213
H 1.4679 -3.6234 -0.7625 -0.080 -0.026 0.049 0.110
F -6.2157 -1.4398 1.1996 0.123 0.157 0.223 0.087
C 2.0519 2.2387 -2.3381 0.271 -0.147 0.166 -0.074
C -4.2980 1.2475 1.1277 -0.297 -0.187 -0.343 0.011
C -3.9896 0.2316 -1.0343 -0.216 0.038 0.047 -0.004
C 2.0295 -0.3831 0.2983 0.187 -0.152 -0.278 -0.323
H -1.9829 0.1803 -1.7550 0.076 -0.028 -0.099 0.111
C 3.5211 -2.0036 1.4966 0.224 -0.036 -0.223 -0.198
H 3.7184 0.1442 1.5467 0.059 0.061 -0.030 0.114
H 2.3304 -1.4548 -1.5604 0.040 0.044 -0.096 0.114
C 2.7559 1.3930 -1.2788 -0.115 0.159 -0.235 -0.245
H 1.2722 1.6570 -2.8237 -0.088 -0.058 -0.053 0.072
C 0.0440 1.9069 1.1644 0.207 -0.112 -0.278 -0.446
C 1.6521 -1.4766 -0.7055 -0.177 -0.019 0.385 -0.147
H -4.9609 1.5374 1.9274 -0.078 0.021 0.082 0.125
F -6.2280 -1.6625 -0.9366 0.137 0.079 -0.294 0.074
N -0.7275 1.3445 0.1991 0.228 -0.111 -0.349 0.138
C -4.8175 0.6168 0.0085 -0.008 -0.048 0.118 -0.233
H 1.3340 -0.4617 1.1433 0.014 -0.043 -0.009 0.155
C 1.5161 1.9432 0.7437 0.018 -0.048 0.030 -0.089
C -6.6508 -0.8376 0.0617 -1.092 -1.059 0.213 -0.471
N 1.8087 0.9466 -0.2690 0.114 0.161 0.064 -0.180
H 4.1646 -0.5948 0.0064 0.038 0.050 -0.065 0.116
H 2.8423 -2.0266 2.3522 0.001 -0.013 0.089 0.117
H 0.6400 -1.2991 -1.0749 -0.016 0.069 -0.059 0.109
H 4.5330 -2.1794 1.8676 -0.034 0.000 0.092 0.110
O -6.2164 0.4139 -0.0619 0.742 0.761 -0.120 0.061
H 3.5845 1.9670 -0.8373 0.022 -0.123 -0.025 0.123
H 1.6975 2.9424 0.3394 0.004 -0.021 0.038 0.131
C 1.7295 -2.8480 -0.0399 0.225 -0.045 -0.252 -0.197
H 1.0055 -2.8941 0.7767 -0.074 -0.044 0.025 0.117
H 3.8464 -3.1168 -0.3149 0.061 -0.046 -0.045 0.114
H 3.1821 0.5168 -1.7675 0.067 0.017 0.057 0.107
```
Positions in Å, forces in eV/Å.

The value obtained for the highest occupied orbital energy is -0.3108 Ha. Its structure (SMILES) is CCN(CC(=O)Nc1ccc(OC(F)F)cc1)C1CCCCC1. Its spin multiplicity is 1. The relative energy (zero: lowest compared OMol25 entry of this formula, charge and spin) is 47.53 kJ/mol. The HOMO-LUMO gap is 9.18 eV.

Entry from the Open Molecules 2025 dataset: C17H24IrN4O7SeSi as an isolated structure (the ωB97M-V functional and the def2-TZVPD basis).

Structure (XYZ):
```
55
Properties=species:S:1:pos:R:3:forces:R:3:lowdin_charge:R:1
H -1.4670 -1.2589 -2.9828 -0.080 -0.054 0.009 0.034
C -2.0460 -1.4752 -2.0778 0.276 0.012 -0.174 -0.152
H 2.2235 2.6611 -2.1018 -0.070 0.212 -0.062 0.047
H 0.2794 1.1606 4.8741 0.026 -0.008 -0.049 0.124
O 1.9818 0.0390 1.0253 -0.352 1.211 0.848 -0.261
Si -2.0199 -0.0259 -0.9017 -0.316 -0.264 0.003 0.267
H -2.0868 3.6288 1.4916 0.002 -0.001 -0.006 0.091
N 1.1641 -1.6701 -0.6265 -0.078 0.177 0.455 -0.026
C 0.9636 1.9236 -3.5957 -0.142 -0.077 0.304 -0.135
C 1.2544 -2.1177 0.6427 -0.196 -0.364 -0.289 -0.176
H -0.5994 4.3159 0.7831 0.000 0.023 -0.007 0.071
H -3.0677 -1.7195 -2.3808 0.006 0.061 0.049 0.037
H 0.5124 -4.5952 -2.1290 -0.002 -0.009 0.030 0.121
O -0.6048 0.7821 -0.7883 0.493 0.087 -0.136 -0.478
H 2.7178 1.1752 4.5519 -0.022 0.005 0.001 0.093
C -0.8216 2.1492 3.2420 -0.085 0.178 -0.148 -0.051
H -1.6139 -2.3633 -1.6142 -0.082 -0.008 -0.036 0.020
H -0.0723 2.1936 -3.7917 0.024 0.165 0.025 0.126
O 0.7675 0.0138 -4.9664 0.126 -0.166 -0.015 0.060
N 1.3183 2.2196 -2.1996 0.015 0.423 0.717 -0.129
N -0.3241 2.7121 2.0771 -0.175 -0.087 -0.005 -0.109
H 1.1789 -3.7653 2.0017 -0.045 -0.013 0.002 0.131
C 1.0822 0.4432 -3.8769 0.139 -0.122 0.030 -0.639
N 1.3634 1.9623 3.1949 0.001 -0.131 0.088 -0.116
H -3.4694 2.0051 -0.7753 -0.001 -0.023 -0.045 0.017
H -1.2232 2.7545 0.1950 0.003 -0.003 -0.072 0.052
C 0.2324 1.6815 3.9346 0.203 0.005 0.047 -0.045
C 1.0157 2.5547 2.0346 0.274 0.232 -0.134 -0.720
H -3.5805 -1.1637 0.6570 0.036 0.010 -0.034 0.033
C 2.7342 1.6717 3.5859 -0.145 -0.022 -0.130 -0.043
O 0.2477 -6.5465 -0.6915 0.065 0.053 0.220 -0.049
C 1.0855 -3.4391 0.9759 0.005 -0.007 -0.116 0.075
O 0.7675 -6.1542 1.4888 -0.053 -0.024 -0.211 -0.042
H 1.6054 2.4538 -4.2965 -0.040 0.074 -0.037 0.126
H 3.1804 1.0158 2.8457 -0.006 -0.045 -0.036 0.068
Se 2.1640 3.0687 0.6772 0.084 0.912 0.607 0.627
C 0.8108 -4.3587 -0.0328 -0.078 -0.135 0.056 -0.075
H 0.8586 -2.1474 -2.6048 -0.052 -0.016 -0.025 0.101
H -2.9637 1.6813 -2.4390 -0.057 -0.019 0.028 0.025
C 1.6119 -1.0622 1.6195 -0.047 0.388 -0.016 -0.570
Ir 1.3437 0.3758 -0.9201 -0.020 -3.569 -2.192 1.409
H -4.2554 0.7210 -1.7037 0.053 -0.013 0.034 0.029
H 3.2988 2.6014 3.6332 -0.003 0.028 0.044 0.081
C -1.1126 3.3987 1.0641 0.122 -0.201 0.150 -0.038
C 0.5839 -5.8603 0.2932 0.013 -0.070 -0.019 -0.690
H -1.9033 -1.3717 1.1771 -0.056 0.018 0.000 0.031
H -1.8742 2.1331 3.4624 0.031 -0.009 -0.013 0.116
H -2.7352 0.1561 1.4794 0.016 -0.035 -0.033 0.015
C -3.2972 1.2106 -1.5083 0.109 0.258 -0.047 -0.170
H 0.6319 2.8176 -1.7536 0.155 0.089 0.103 0.042
O 1.5921 -1.2343 2.8202 0.134 -0.023 0.096 0.086
C 0.9026 -2.5482 -1.6080 0.142 -0.035 0.233 -0.103
O 1.5529 -0.2558 -2.8805 -0.581 0.812 -0.394 -0.199
C -2.6164 -0.6560 0.7543 0.179 0.024 0.242 -0.157
C 0.7269 -3.8924 -1.3354 0.052 0.100 0.061 0.017
```
Positions in Å, forces in eV/Å.

The value obtained for the highest occupied orbital energy (spin up / spin down) is -0.1846 / -0.1842 Ha. Its spin multiplicity is 1. The relative energy (zero: lowest compared OMol25 entry of this formula, charge and spin) is 343.13 kJ/mol. The HOMO-LUMO gap (spin up / spin down) is 6.43 / 6.43 eV. Its total charge is -1.

Entry from the Open Molecules 2025 dataset: C17H24IrN6OS4 as an isolated structure (the ωB97M-V functional and the def2-TZVPD basis).

Structure (XYZ):
```
53
Properties=species:S:1:pos:R:3:forces:R:3:lowdin_charge:R:1
H -4.6156 1.7492 -0.3226 0.011 0.022 0.012 0.104
H -3.4403 1.6458 0.9984 0.018 -0.013 0.007 0.103
Ir 0.8171 2.1786 -0.0609 0.566 0.292 -0.226 0.711
C 1.0576 -1.5640 0.2337 0.046 0.000 0.044 -0.743
H 0.7696 -2.3206 -1.5579 -0.102 0.044 -0.018 0.138
C 2.2650 1.8474 2.4959 0.001 0.025 0.002 -0.209
H 4.1653 2.7091 1.9185 0.002 -0.015 0.000 0.141
H -0.9582 -3.4190 1.4615 -0.010 0.053 0.002 0.107
N 2.8513 2.5496 0.2407 -0.137 -0.179 -0.017 -0.149
S 1.6859 -0.1129 -0.5078 -0.294 0.048 -0.132 0.644
H 3.3849 1.7326 -0.0568 0.062 0.022 0.024 0.065
C -3.7483 1.2070 0.0494 -0.043 0.063 -0.022 -0.268
N 0.8051 4.9568 -5.0054 0.014 -0.031 -0.004 0.245
H 2.3983 1.9989 3.5665 0.017 0.048 -0.007 0.140
H -0.6285 -7.5502 0.4335 0.003 -0.001 0.000 0.121
H -2.6264 -0.4195 -2.3052 0.000 0.036 -0.011 0.117
H -0.9925 -0.2834 -1.6156 0.038 -0.057 -0.032 0.049
C 0.5473 6.3826 -1.7486 -0.009 0.007 -0.062 -0.235
C 0.6185 4.9760 -1.5146 -0.041 -0.016 0.021 -0.654
N 0.5080 7.5162 -1.9327 -0.014 0.000 0.030 0.248
C -2.0563 -0.1885 -1.4022 0.059 -0.014 0.190 -0.314
S -2.3532 1.5539 -1.0638 0.078 0.352 -0.418 1.043
C 3.1062 2.8138 1.6883 -0.035 0.009 0.005 -0.187
H -4.6479 -0.6134 -0.6723 -0.019 -0.023 0.024 0.127
H 1.6173 -1.0941 2.1028 0.023 -0.046 -0.016 0.090
H 3.1839 3.3330 -0.3185 -0.006 0.014 0.015 0.111
H 2.8140 3.8441 1.8950 0.009 0.004 -0.003 0.117
N 0.8461 2.0298 2.0878 -0.013 0.170 -0.138 -0.091
H 0.7726 -6.9636 -1.5191 -0.002 0.000 -0.002 0.123
N 1.0948 -1.7506 1.5507 -0.068 0.053 0.028 0.162
H 0.2434 1.3143 2.4853 0.022 -0.070 -0.083 0.113
H 0.5034 2.9124 2.4643 -0.039 -0.053 0.098 0.100
C -0.3748 -6.5174 0.2396 0.004 -0.002 -0.008 -0.045
H 0.9506 -2.6741 1.9383 -0.054 -0.021 0.002 0.114
H 2.5563 0.8282 2.2443 0.008 -0.007 0.040 0.089
C -2.5799 -0.9368 -0.1835 0.052 -0.003 0.032 -0.233
C -0.5289 -4.1891 0.8344 -0.033 0.011 -0.079 -0.052
C -3.9406 -0.3102 0.1008 0.003 -0.008 -0.049 -0.201
O -1.2646 2.0426 -0.0731 -0.129 -0.591 0.538 -0.762
C 0.2793 -3.8757 -0.2530 0.015 -0.021 0.031 -0.228
C 0.7732 4.0863 -2.5798 0.000 -0.040 0.026 -0.659
C -0.8453 -5.5195 1.0784 0.006 0.020 0.007 -0.050
H 1.3629 -4.6110 -1.9573 0.002 0.000 0.001 0.125
H -2.6514 -2.0070 -0.3688 0.019 -0.045 -0.022 0.121
S 0.9296 2.4183 -2.3582 -0.055 0.001 0.148 0.745
H -1.9027 -0.7770 0.6613 0.003 -0.041 0.013 0.107
C 0.4108 -6.1889 -0.8574 -0.003 -0.003 0.002 -0.040
N 0.6334 -2.5197 -0.5757 0.049 0.026 0.034 0.083
C 0.7984 4.5706 -3.9233 0.002 0.060 -0.004 -0.236
C 0.7410 -4.8678 -1.1081 0.046 0.006 0.037 -0.008
S 0.4956 4.4610 0.0915 -0.090 -0.106 -0.066 0.813
H -4.3563 -0.6138 1.0601 0.017 0.021 0.009 0.129
H -1.4750 -5.7701 1.9212 0.000 0.000 -0.002 0.119
```
Positions in Å, forces in eV/Å.

The expectation value of S² is 0.764. The value obtained for the highest occupied orbital energy (spin up / spin down) is -0.5224 / -0.5391 Ha. Its spin multiplicity is 2. The relative energy (zero: lowest compared OMol25 entry of this formula, charge and spin) is 0.00 kJ/mol. The HOMO-LUMO gap (spin up / spin down) is 7.88 / 6.15 eV. Its total charge is +2.

Entry from the Open Molecules 2025 dataset: C17H24N2O as an isolated structure (the ωB97M-V functional and the def2-TZVPD basis).

Structure (XYZ):
```
44
Properties=species:S:1:pos:R:3:forces:R:3:lowdin_charge:R:1
H -3.1330 2.9153 -3.9659 2.432 -0.554 -2.217 0.144
H 1.7792 -1.3758 1.2668 1.057 0.967 0.010 0.099
C -0.7584 -0.9092 -1.0118 -2.441 4.362 -4.020 0.138
H -1.9903 2.3403 -5.5392 -1.301 -0.488 -0.542 0.049
H -0.4035 2.3833 1.9282 0.325 0.257 -0.852 0.121
H 0.7339 2.4757 -5.1522 2.522 7.090 0.370 0.010
O -1.3208 -1.9572 2.6202 7.179 2.425 -1.621 -0.033
H -2.9170 1.1255 -1.9090 2.897 0.515 -1.555 0.199
C -1.8363 1.0832 -2.4753 -10.452 3.997 2.160 -0.121
C -0.9508 0.2724 -2.1160 9.903 -13.680 4.947 -0.133
N 0.9210 -1.8363 1.3495 -6.551 -1.401 1.557 0.118
C -0.0829 -1.4910 2.4485 -0.881 -1.075 -0.763 -0.215
H 1.0178 -3.4563 -0.0718 -1.023 0.986 0.797 0.165
H 0.2443 1.5089 3.9753 -1.283 -0.241 -1.597 0.163
H 2.0358 -0.4519 5.5989 10.672 -0.470 -3.394 -0.036
C 0.6791 -0.3473 3.4007 -16.579 -5.966 4.437 -0.198
N -0.1868 1.0116 -4.1672 -7.925 -2.600 10.050 -0.090
H -0.2124 1.2688 -6.0157 0.824 1.243 -0.653 0.107
H 0.8101 -2.3841 4.8285 -0.617 4.073 -0.351 0.204
H -1.1369 0.5800 3.2039 -1.704 -0.358 1.099 0.112
H -0.5972 -1.2726 5.0325 -0.761 0.588 -0.154 0.080
H -1.3918 3.5891 -4.6190 -1.321 -1.940 1.225 0.127
C -2.0760 2.6019 -4.4981 -1.334 3.217 1.312 -0.062
C 1.0749 -1.6810 -1.8957 7.515 3.920 -10.016 -0.062
C 0.4172 1.5875 -5.1545 2.868 -10.352 -6.528 -0.109
H 1.1808 -1.1167 6.7140 -0.413 1.472 0.830 0.105
C -0.1271 0.8238 3.0947 0.354 0.901 6.332 -0.277
H 0.9698 0.6601 5.9601 -0.746 1.289 1.094 0.071
H -1.5923 -0.9538 -0.3770 -0.837 -0.092 1.372 0.089
C 0.4336 -1.0612 4.8369 1.212 -2.785 -2.066 -0.176
H -0.5334 -2.9604 0.5047 -3.456 -1.322 1.253 0.079
C 0.0489 1.3974 1.8305 0.111 6.721 4.838 -0.067
H -0.3200 0.8926 1.1618 -3.875 -5.156 -7.356 -0.013
C 0.2526 -1.8864 -1.0012 -8.937 6.427 1.217 -0.376
C 0.0450 0.0036 -3.1632 1.808 4.006 -0.455 -0.110
H 1.0238 1.3894 1.8293 5.560 1.091 -1.648 0.056
H 1.4906 -0.4156 3.1068 14.190 -0.431 -4.457 -0.002
H 1.8371 -0.7507 -3.7241 6.888 -0.827 -6.926 -0.012
C -1.5507 1.5378 -3.6489 4.560 2.496 -5.677 -0.235
C 1.2497 -0.7019 -3.0263 -10.791 -1.521 9.983 0.090
C 0.3096 -2.5535 0.1579 6.969 -4.790 4.525 -0.172
H 1.9183 -2.1851 -1.8777 4.208 -3.129 0.328 0.068
C 1.1925 -0.3620 5.9080 -8.296 -2.167 2.932 -0.104
H 1.4520 0.6620 -5.3479 -2.532 3.305 0.183 0.207
```
Positions in Å, forces in eV/Å.

The value obtained for the highest occupied orbital energy is -0.2743 Ha. Its spin multiplicity is 1. The relative energy (zero: lowest compared OMol25 entry of this formula, charge and spin) is 1689.90 kJ/mol. The HOMO-LUMO gap is 7.84 eV.

Entry from the Open Molecules 2025 dataset: C17H24N2O2PtS2 as an isolated structure (the ωB97M-V functional and the def2-TZVPD basis).

Structure (XYZ):
```
48
Properties=species:S:1:pos:R:3:forces:R:3:lowdin_charge:R:1
C 1.4652 2.0113 2.8432 0.072 0.035 -0.013 -0.172
H 2.2191 1.1183 -4.4717 -0.003 0.005 0.002 0.108
S -0.1638 2.3311 -0.9569 0.228 -0.093 -0.042 0.836
C 0.5333 3.2408 -3.4388 -0.008 0.005 -0.030 -0.076
H 0.7720 -1.7794 2.0984 0.002 0.042 0.013 0.121
C -1.3800 -0.7568 -2.0837 -0.029 -0.033 0.061 -0.101
H 3.4192 2.1340 -3.6807 -0.002 0.005 0.016 0.118
H -0.3691 2.8000 3.5940 -0.029 -0.006 0.005 0.152
C 2.8005 1.2392 -3.5563 -0.020 0.017 -0.019 -0.077
H -0.3386 2.8927 -3.9975 0.018 -0.019 -0.008 0.103
C -0.8911 -2.4003 1.0853 0.014 0.026 0.155 -0.221
H 3.4679 0.3880 -3.4418 -0.010 -0.011 0.000 0.082
N -0.9766 -0.9847 -0.8515 0.054 0.154 -0.025 -0.031
H -0.5828 -0.9949 2.5384 0.008 0.036 0.005 0.104
H -2.2647 -5.4493 1.5772 -0.005 -0.006 -0.006 0.126
H 1.3651 3.3423 -4.1315 0.002 0.007 0.005 0.087
C -2.5338 -2.8367 -2.2073 -0.043 -0.047 -0.014 0.043
H 3.6182 -0.2228 1.7136 -0.021 -0.012 0.015 0.087
C -1.2276 -3.5641 1.7133 -0.004 -0.055 0.049 0.016
H 0.2868 4.2262 -3.0452 0.008 -0.004 0.016 0.093
C -2.1180 1.5514 2.0694 -0.086 0.000 0.053 -0.054
O 1.9213 0.7894 2.2502 -0.119 0.116 0.042 -0.331
H 3.7604 1.5479 1.6029 -0.025 0.018 0.006 0.094
H -3.1440 -3.5604 -2.7334 0.004 0.003 -0.002 0.140
N -0.0879 -1.3741 1.7355 0.058 -0.223 -0.035 0.013
C 0.8508 2.2910 -2.3204 -0.225 0.126 0.057 -0.727
H -2.4759 -1.4162 -3.8095 -0.004 -0.013 0.001 0.125
C -2.1708 -1.6626 -2.8029 0.024 0.063 -0.043 -0.005
C 0.0026 1.8742 3.1496 -0.022 -0.045 0.011 -0.164
H -3.0554 -5.0497 -0.7290 0.002 -0.004 0.009 0.134
H 2.0110 2.1992 3.7709 0.004 -0.015 0.000 0.149
C 3.3539 0.7200 2.1863 0.056 0.005 -0.010 -0.085
H -1.0742 0.1810 -2.5304 -0.006 -0.003 0.012 0.093
C -1.3249 -2.1505 -0.2304 -0.072 -0.036 -0.128 -0.163
H 1.6419 2.8459 2.1568 0.030 -0.022 -0.002 0.144
H -2.4994 2.4979 2.4534 0.033 0.011 -0.006 0.111
S 2.3425 0.4765 -0.9561 0.127 -0.014 -0.112 0.765
C -2.0136 -4.5353 1.0584 0.027 0.042 0.013 -0.023
H -2.4037 0.7490 2.7550 0.027 -0.017 -0.012 0.102
Pt 0.4533 0.2825 0.3206 -0.144 0.101 -0.046 0.967
H 3.7610 0.7465 3.1972 0.002 -0.002 -0.001 0.109
O -0.6939 1.6235 1.9233 0.016 -0.016 -0.024 -0.387
H -0.1693 1.0513 3.8525 -0.035 0.015 -0.007 0.141
C -2.4498 -4.3147 -0.2148 -0.020 -0.012 -0.036 0.012
H -2.5364 1.3648 1.0834 0.006 -0.008 0.000 0.090
C -2.1145 -3.1168 -0.8889 0.017 0.010 0.024 -0.126
H -0.8900 -3.7492 2.7265 0.003 0.007 -0.006 0.133
C 1.9037 1.4025 -2.3768 0.090 -0.132 0.059 -0.653
```
Positions in Å, forces in eV/Å.

The expectation value of S² is 6.023. The value obtained for the highest occupied orbital energy (spin up / spin down) is -0.5303 / -0.5505 Ha. Its spin multiplicity is 5. The relative energy (zero: lowest compared OMol25 entry of this formula, charge and spin) is 0.00 kJ/mol. The HOMO-LUMO gap (spin up / spin down) is 8.30 / 5.56 eV. Its total charge is +2.

| no. | largest force on an atom (eV/Å) |
| --- | --- |
| 1 | 1.5 |
| 2 | 4.2 |
| 3 | 0.8 |
| 4 | 18.2 |
| 5 | 0.3 |